# 1
C22H29N4O8 | wB97M-V/def2-TZVPD

XYZ file:
```
63
Properties=species:S:1:pos:R:3:forces:R:3
N -0.0739 -1.4508 -0.8409 0.239 -1.388 0.587
H 0.5796 -1.5525 -1.6126 -0.483 0.596 -0.251
H 0.0213 -2.4048 -0.3887 -0.681 -1.339 0.725
H -1.0879 -1.3490 -1.0238 -0.100 -0.192 0.146
H 0.3163 -0.8670 -0.1113 -0.228 0.623 -0.264
C -3.0872 -2.1847 -2.9200 -1.207 0.404 -0.380
C -3.7834 -2.5072 -1.5777 0.356 -0.176 1.335
O -3.0220 -2.3733 -0.4407 0.834 0.703 -0.903
H -3.7891 -2.0251 -3.7562 -0.433 0.037 0.272
H -2.5450 -3.0540 -3.2957 0.887 0.373 0.460
H -2.5909 -1.2118 -2.8387 0.712 -0.365 -0.041
H -4.1133 -3.5604 -1.7091 -0.418 -0.031 0.052
H -4.6722 -1.8769 -1.3676 -0.532 0.046 -1.067
C 0.7417 -5.0055 -1.4845 1.021 -0.174 0.460
C 0.5107 -5.0744 0.0410 -0.654 0.596 -0.215
O -0.0728 -3.9623 0.5681 0.724 0.277 -0.413
H 1.0621 -6.0221 -1.7484 0.024 0.135 -0.595
H 1.5816 -4.3170 -1.6465 0.047 -0.035 -0.223
H -0.0792 -4.6559 -2.1096 -0.367 -0.211 0.314
H 1.4982 -5.3410 0.4775 0.398 0.196 0.026
H -0.0262 -6.0363 0.1945 -0.621 0.079 0.211
C -5.8667 1.4536 1.4709 -0.517 -0.490 -2.169
C -5.4583 2.7615 1.1892 0.466 -0.326 2.386
C -4.1148 2.9893 0.9512 -0.025 0.424 -1.912
C -3.3286 1.9204 0.5022 -1.227 0.925 1.339
C -3.8100 0.6357 0.6181 1.445 -0.930 -1.431
C -5.1173 0.3736 0.9730 -0.348 1.063 1.701
N -1.9861 2.1960 -0.0203 -0.579 -0.177 0.926
O -1.2516 1.2547 -0.1681 0.582 -0.351 -0.405
O -1.6932 3.3570 -0.2230 0.206 0.353 -0.240
H -6.8673 1.2496 1.8325 -0.060 0.154 0.011
H -6.0975 3.5869 1.4761 0.014 0.063 -0.054
H -3.7472 4.0052 0.9038 0.110 -0.038 -0.095
H -3.0976 -0.1378 0.3256 -0.575 -0.657 -0.140
H -5.5607 -0.6092 1.0213 0.520 -0.265 -0.060
C 5.5102 2.8228 -2.8458 0.463 -0.431 -0.139
C 4.8569 2.4533 -1.6935 -1.607 0.298 0.697
C 4.0224 1.3374 -1.6452 -0.883 -0.739 -0.756
C 3.8773 0.5460 -2.7747 1.870 0.994 -0.365
C 4.6652 0.8374 -3.9035 -1.165 -0.178 -0.338
C 5.4041 1.9995 -3.9629 0.406 -0.121 0.270
N 2.8381 -0.4709 -2.8441 -0.174 0.548 -0.617
O 2.4064 -0.9179 -1.8061 0.343 -0.221 0.039
O 2.4025 -0.6995 -3.9592 0.087 -0.405 0.319
H 6.1555 3.6906 -2.8659 -0.260 0.200 -0.057
H 4.6522 3.1566 -0.8936 0.875 0.020 0.201
H 3.3142 1.0965 -0.8602 0.385 0.342 0.445
H 4.5754 0.2503 -4.8071 -0.118 -0.187 0.128
H 5.8847 2.2649 -4.8948 0.146 -0.052 0.056
C 1.0573 2.7498 5.5500 0.937 0.044 0.277
C 0.1078 2.5741 4.5630 -0.310 -0.015 0.532
C 0.3071 1.7056 3.5070 0.207 0.322 -0.512
C 1.5403 1.0718 3.3968 -0.405 1.114 0.597
C 2.5230 1.2737 4.3688 -0.106 -0.607 0.173
C 2.2922 2.0951 5.4718 -0.537 -0.298 -1.032
N 1.9011 0.4191 2.1427 1.590 -0.824 -0.119
O 1.1583 0.4479 1.1957 -0.954 0.366 0.002
O 3.0181 -0.0761 2.0841 -0.210 0.111 0.302
H 0.8586 3.4387 6.3606 0.001 -0.010 0.033
H -0.8049 3.1475 4.6571 -0.136 -0.176 -0.211
H -0.4501 1.6536 2.7365 0.154 -0.334 -0.117
H 3.4411 0.7076 4.3005 0.108 0.205 -0.212
H 3.1135 2.2201 6.1609 -0.236 0.131 0.312
```
Forces are in eV/Å.

**Max |F|**: 2.45 eV Å⁻¹
**Kohn-Sham gap**: 3.75 eV
**Relative energy (zero: lowest compared OMol25 entry of this formula, charge and spin)**: 0.00 kcal per mole
**Charge**: -1

Atomic partial charges in e from the Löwdin method, atoms 1 to 8: number 1, N, carries 0.267; number 2, H, carries 0.080; number 3, H, carries 0.076; number 4, H, carries 0.083; number 5, H, carries 0.061; number 6, C, carries -0.140; number 7, C, carries -0.548; number 8, O, carries -0.363

# 2
C22H29N9S3Ti | wB97M-V/def2-TZVPD

XYZ file:
```
64
Properties=species:S:1:pos:R:3:forces:R:3
Ti 0.1970 0.0613 -0.6543 -0.157 -0.367 0.212
C -4.4005 2.0879 3.7659 0.088 0.303 0.186
C -3.0942 1.4524 3.3933 0.349 -1.682 0.515
N -3.2170 0.5108 2.2569 0.779 1.740 0.426
C -2.4705 0.5439 1.1283 -0.585 0.265 0.162
S -1.1318 1.7182 0.9134 -0.825 -0.196 -0.063
N -2.7782 -0.2823 0.1612 -0.865 0.169 0.990
N -1.9968 -0.0236 -0.9038 0.812 0.132 -0.858
C -2.5593 0.2357 -2.0110 0.486 0.098 -1.845
C -4.0267 0.1433 -2.3043 0.028 1.747 0.946
C -1.6348 0.7812 -3.0740 0.681 -0.480 2.185
C -2.0559 1.0136 -4.3404 -1.636 -0.584 -1.410
C -1.2634 1.6492 -5.2564 1.125 0.740 -0.634
C -0.0159 2.0890 -4.8367 -1.078 -0.484 0.270
C 0.3687 1.8122 -3.5257 -0.350 -0.041 -0.151
N -0.3719 1.1447 -2.6458 -1.788 -0.444 -0.367
H -4.2596 2.7949 4.5675 0.249 0.164 0.515
H -4.7672 2.6882 2.9575 -0.383 0.124 -0.690
H -5.1495 1.4011 4.0949 -0.541 -0.612 0.053
H -2.4273 2.2480 3.1783 0.869 0.453 -0.611
H -2.6399 0.8835 4.2457 -0.484 0.452 -0.492
H -3.9708 -0.1438 2.3807 0.102 -0.448 -0.494
H -4.5386 -0.2321 -1.4163 -0.037 0.043 -0.319
H -4.4015 1.1678 -2.5713 0.227 -0.697 0.505
H -4.2449 -0.4222 -3.1740 -0.001 -0.950 -0.697
H -3.0192 0.6590 -4.7217 0.209 0.121 0.641
H -1.5907 1.8567 -6.2895 0.092 -0.281 0.708
H 0.5582 2.6316 -5.5445 0.862 0.423 -0.070
H 1.2650 2.1785 -3.1104 1.196 0.206 0.084
N 1.5330 0.7649 1.0041 0.477 1.314 0.147
C 2.5941 -0.1234 1.5647 0.494 0.811 -0.131
C 2.8926 0.1961 3.0430 1.154 -0.820 -1.439
C 3.5106 -1.0123 3.7717 -0.971 0.276 0.230
C 3.6419 -0.6502 5.2366 -0.751 -1.073 1.224
N 2.2690 -0.4883 5.8083 0.490 -0.655 1.097
H 1.8825 1.7344 0.7841 -0.243 -1.265 0.481
H 0.8192 0.8819 1.7385 0.316 0.078 -0.493
H 3.5243 0.0611 0.9633 -0.963 -0.824 0.414
H 2.1541 -1.1214 1.4860 0.609 -0.027 -0.221
H 1.9743 0.4189 3.5203 -0.952 0.462 0.599
H 3.5776 1.0595 3.0518 -0.280 -0.127 0.376
H 4.4750 -1.2844 3.3606 0.173 -0.155 -0.229
H 2.7908 -1.8707 3.7325 0.726 0.581 -0.225
H 4.2243 0.2472 5.3799 0.425 0.365 -0.040
H 4.1348 -1.4670 5.8025 -0.180 0.416 -0.365
H 1.9858 0.4608 5.6888 -0.351 0.614 -0.026
H 2.2028 -0.6717 6.8374 0.419 0.163 -1.409
S 0.1596 -2.0466 -2.0135 0.292 0.614 -0.317
C 1.4192 -1.8233 -3.2726 -0.501 -0.426 0.087
C 1.4962 -2.6078 -4.4489 0.063 -0.825 -0.174
C 2.5190 -2.4542 -5.3898 -0.292 0.898 -0.664
C 3.4641 -1.4534 -5.1445 -0.271 -0.049 -0.087
C 3.3762 -0.6418 -4.0139 -0.028 -1.054 -0.622
C 2.3787 -0.8346 -3.0674 -0.042 0.423 0.459
S 2.3686 0.0788 -1.5203 -0.041 -0.234 -0.984
H 0.8338 -3.4578 -4.6389 -0.271 0.567 0.385
H 2.5056 -2.9184 -6.4310 0.001 0.134 1.873
H 4.2552 -1.3137 -5.8703 0.060 0.226 0.095
H 4.1280 0.0882 -3.8883 0.624 0.824 0.353
N -3.6667 -2.2031 3.4098 1.259 -0.510 -1.146
C -2.7892 -2.4410 2.6717 -0.065 -0.014 0.186
N -1.7831 -2.7614 1.8134 -1.108 0.226 1.556
C -0.9764 -1.8635 1.4420 -1.277 -1.309 -0.056
N -0.2384 -1.1307 0.9252 1.582 0.457 -0.633
```
Forces are in eV/Å.

**Max |F|**: 2.34 eV Å⁻¹
**Kohn-Sham gap (alpha / beta)**: 6.72 / 6.72 eV
**Relative energy (zero: lowest compared OMol25 entry of this formula, charge and spin)**: 29.27 kcal per mole

Atomic partial charges in e from the Löwdin method, atoms 1 to 8: number 1, Ti, carries 0.518; number 2, C, carries -0.091; number 3, C, carries -0.262; number 4, N, carries 0.014; number 5, C, carries -0.712; number 6, S, carries 0.690; number 7, N, carries -0.008; number 8, N, carries -0.154

# 3
C22H30AuBF2N3O3SSi | wB97M-V/def2-TZVPD

XYZ file:
```
64
Properties=species:S:1:pos:R:3:forces:R:3
Au -0.8225 0.7022 2.5814 -0.089 0.040 -0.068
C 2.9707 0.6678 1.6672 0.012 -0.008 0.056
C 2.5749 -0.7795 1.7441 -0.044 -0.013 -0.040
C 3.5220 -1.8042 1.5000 0.015 -0.008 0.000
C 3.1251 -3.1024 1.5930 0.018 0.026 -0.013
C 1.7879 -3.4126 1.9247 -0.026 -0.043 0.018
C 1.3426 -4.7499 2.0372 0.030 0.019 0.001
C 0.0401 -4.9882 2.3655 -0.038 0.007 0.003
C -0.8512 -3.9227 2.5785 0.003 -0.034 -0.016
C -0.4749 -2.5984 2.4686 0.021 0.024 0.007
S -1.7274 -1.3983 2.7267 0.067 0.002 -0.010
C 0.9019 -2.3279 2.1430 -0.026 -0.051 -0.001
N 1.3310 -1.0467 2.0469 -0.003 0.052 -0.011
H 4.0121 0.7808 1.3638 -0.005 -0.001 0.006
H 2.8266 1.1310 2.6440 -0.016 0.057 0.009
H 2.3345 1.1935 0.9551 -0.023 -0.007 0.008
H 4.5412 -1.5437 1.2437 0.001 0.001 0.002
H 3.8224 -3.9140 1.4141 -0.001 0.000 0.000
H 2.0420 -5.5596 1.8641 0.006 0.007 -0.001
H -0.3217 -6.0054 2.4618 -0.003 0.004 0.002
H -1.8813 -4.1390 2.8344 -0.001 0.002 -0.008
F 0.6101 1.0704 -0.7883 -0.022 -0.029 0.052
B -0.3021 0.0837 -0.7490 0.027 0.005 -0.052
F 0.2179 -1.1435 -0.7776 -0.005 -0.028 -0.046
C -2.3089 5.6384 3.1439 0.005 0.001 0.003
C -1.7017 5.8922 1.7695 -0.005 -0.004 -0.008
C -0.4394 5.0543 1.4933 0.004 0.000 -0.020
C 0.0808 5.3544 0.0759 -0.003 -0.015 0.001
C 1.3184 4.5477 -0.2973 0.004 0.012 -0.003
C 0.6241 5.4755 2.4818 0.019 0.016 0.003
O 1.0407 6.6174 2.5525 0.000 -0.006 -0.002
N 1.0938 4.4958 3.2991 -0.021 0.034 -0.019
C 0.6867 3.1495 3.3444 0.035 -0.046 0.006
O 1.2165 2.4391 4.1767 0.006 0.001 -0.036
N -0.2612 2.7249 2.4598 0.159 0.067 0.105
C -0.8309 3.5722 1.5599 -0.111 -0.057 0.053
O -1.6961 3.1966 0.7819 0.007 0.005 -0.054
H -3.2010 6.2489 3.2901 0.000 -0.001 0.000
H -1.6053 5.8871 3.9420 -0.002 0.002 0.001
H -2.5978 4.5921 3.2609 0.000 -0.001 -0.003
H -1.4257 6.9432 1.6638 0.003 0.001 0.001
H -2.4228 5.6454 0.9892 0.001 -0.002 0.003
H 0.2895 6.4248 0.0233 0.007 -0.001 0.000
H -0.7320 5.1294 -0.6158 0.000 0.010 0.003
H 2.1565 4.7731 0.3671 -0.003 -0.002 0.002
H 1.6342 4.7788 -1.3158 0.003 -0.001 0.001
H 1.1206 3.4755 -0.2485 -0.005 -0.011 -0.006
H 1.7980 4.7475 3.9768 -0.001 -0.009 0.004
C -4.2150 1.2911 -2.4852 0.006 0.002 0.009
Si -2.3462 1.1217 -2.4737 -0.008 -0.013 -0.016
C -1.5683 2.8120 -2.6715 0.019 -0.018 -0.005
C -1.8300 0.0220 -3.9104 0.003 -0.001 0.010
C -1.8120 0.3686 -0.8449 0.025 -0.010 0.051
H -4.5692 1.7419 -3.4156 0.001 0.001 -0.002
H -4.5420 1.9218 -1.6556 0.003 0.000 0.001
H -4.6977 0.3174 -2.3747 0.001 0.001 0.000
H -1.9051 3.3052 -3.5870 -0.003 0.004 0.009
H -0.4785 2.7396 -2.7001 -0.003 0.004 0.001
H -1.8321 3.4325 -1.8125 -0.009 0.007 0.006
H -2.1609 0.4344 -4.8668 -0.003 0.003 0.000
H -2.2536 -0.9802 -3.8103 0.000 0.003 0.001
H -0.7425 -0.0823 -3.9508 0.000 -0.002 -0.001
H -2.3798 -0.5372 -0.6229 -0.017 0.004 -0.005
H -2.0541 1.1285 -0.0920 -0.014 -0.002 0.004
```
Forces are in eV/Å.

**Max |F|**: 0.20 eV Å⁻¹
**Kohn-Sham gap**: 7.02 eV
**Relative energy (zero: lowest compared OMol25 entry of this formula, charge and spin)**: 0.00 kcal per mole
**Charge**: -1

Atomic partial charges in e from the Löwdin method, atoms 1 to 8: number 1, Au, carries 0.572; number 2, C, carries -0.023; number 3, C, carries -0.320; number 4, C, carries -0.027; number 5, C, carries -0.025; number 6, C, carries -0.169; number 7, C, carries -0.072; number 8, C, carries -0.107

# 4
C22H30Br10N2O4 | wB97M-V/def2-TZVPD

XYZ file:
```
68
Properties=species:S:1:pos:R:3:forces:R:3
O -11.5734 15.9182 22.6959 0.019 -0.101 -0.022
N -11.8412 14.8982 23.3075 0.117 -0.397 -0.285
O -11.3584 14.5833 24.3720 0.214 0.108 0.148
C -12.8164 13.9848 22.7165 -1.427 -0.332 -0.066
C -13.3577 14.2376 21.4669 -0.224 0.403 -0.877
C -14.4391 13.4938 20.9922 0.674 -0.178 0.969
C -14.9659 12.5238 21.8285 -0.956 -0.480 0.073
C -14.4879 12.2683 23.1125 0.082 0.554 -1.525
C -13.3895 12.9944 23.5123 0.446 0.075 1.557
H -12.9497 14.9849 20.7966 0.141 0.183 0.307
H -14.8019 13.6127 19.9837 -0.071 0.157 -0.019
H -15.7985 11.9024 21.5071 0.112 0.231 -0.235
H -15.0060 11.5169 23.6872 0.322 0.014 0.370
H -13.0241 12.8545 24.5248 0.179 0.101 -0.151
O -10.0834 18.9931 26.4999 -0.234 -0.093 0.076
N -8.8854 18.7979 26.5522 0.097 0.195 0.006
O -8.1405 19.2338 27.4047 -0.009 0.080 0.096
C -8.2867 18.0162 25.4867 1.152 -0.263 -1.298
C -7.0373 18.3826 24.9638 -0.031 -0.172 1.067
C -6.4554 17.6171 23.9754 -0.264 0.631 0.030
C -7.1526 16.5519 23.4225 0.321 -0.308 -0.577
C -8.3921 16.1892 23.9031 0.056 0.695 0.453
C -8.9440 16.9390 24.9428 -0.777 -0.737 0.453
H -6.4519 19.1743 25.4135 -0.283 0.168 0.002
H -5.4798 17.9497 23.6472 0.019 -0.351 -0.277
H -6.7251 16.0011 22.5908 0.075 -0.028 0.098
H -8.9419 15.3665 23.4746 -0.035 -0.072 0.103
H -9.8789 16.6095 25.3830 -0.104 0.183 -0.177
Br -15.9391 17.4375 23.5523 0.478 0.478 -0.176
C -14.0799 18.0568 23.7524 0.456 -0.952 0.300
C -13.7128 18.2716 25.2038 -0.843 -0.195 0.593
Br -14.0292 16.6540 26.3105 0.332 0.269 -0.382
H -13.8657 18.9258 23.1367 -0.436 0.215 0.123
H -13.4673 17.2470 23.3612 -0.115 -0.013 -0.111
H -14.3697 18.9912 25.6846 0.123 0.175 -0.110
H -12.6743 18.5337 25.3785 0.073 -0.009 -0.283
Br -12.5992 11.1166 19.9222 0.610 0.038 -0.352
C -11.1256 12.4101 20.0597 -0.147 -0.255 0.113
C -10.2381 11.9761 21.1909 0.280 0.440 0.255
Br -8.8766 13.3833 21.3854 0.115 -0.181 -0.095
H -11.5758 13.3845 20.2195 0.011 -0.159 0.118
H -10.5507 12.4549 19.1378 -0.221 -0.313 -0.150
H -9.7470 11.0289 20.9931 0.144 0.093 -0.029
H -10.6900 11.9567 22.1765 -0.379 -0.108 -0.154
Br -10.7079 18.9873 22.9691 -0.053 -0.011 -0.096
C -10.9161 18.5072 21.0988 0.068 0.178 -0.642
C -9.6942 17.7526 20.5882 -0.280 0.864 0.213
Br -9.8469 17.5637 18.6341 0.079 -0.059 0.548
H -10.9710 19.4608 20.5796 0.006 -0.003 -0.009
H -11.8606 17.9996 20.9255 0.053 -0.260 0.346
H -9.5307 16.7869 21.0512 -0.144 -0.142 -0.135
H -8.8537 18.4164 20.7762 0.275 -0.314 -0.187
Br -12.1540 14.6766 17.6995 -0.576 0.376 -0.275
C -13.4315 15.8862 16.8002 -0.166 -0.335 -0.573
C -14.4745 15.0828 16.0495 0.308 0.003 -0.299
Br -15.6031 16.3231 15.0491 -0.179 0.043 0.284
H -12.8915 16.4390 16.0363 0.335 0.179 0.402
H -13.8848 16.5534 17.5258 0.209 -0.062 0.161
H -15.0807 14.4392 16.6764 -0.154 0.085 -0.013
H -14.0204 14.5257 15.2367 0.121 -0.324 0.295
Br -17.3923 9.5795 21.7004 -0.391 0.597 -0.122
C -18.5840 10.9977 21.0134 -0.376 -0.335 0.081
C -18.7550 10.8775 19.5150 1.002 0.235 0.165
Br -17.2445 11.7720 18.6177 -0.260 -0.051 -0.004
H -18.2113 11.9709 21.3186 0.277 -0.098 -0.012
H -19.5580 10.8763 21.4888 0.149 -0.307 0.115
H -19.6712 11.3556 19.1862 0.027 -0.022 -0.149
H -18.6506 9.8504 19.1875 -0.423 -0.031 -0.053
```
Forces are in eV/Å.

**Max |F|**: 1.76 eV Å⁻¹
**Kohn-Sham gap**: 8.86 eV
**Relative energy (zero: lowest compared OMol25 entry of this formula, charge and spin)**: 2.88 kcal per mole
**SMILES string**: O=[N+]([O-])c1ccccc1.O=[N+]([O-])c1ccccc1.BrCCBr.BrCCBr.BrCCBr.BrCCBr.BrCCBr

Atomic partial charges in e from the Löwdin method, atoms 1 to 8: number 1, O, carries 0.006; number 2, N, carries -0.325; number 3, O, carries 0.073; number 4, C, carries -0.153; number 5, C, carries -0.050; number 6, C, carries -0.116; number 7, C, carries -0.127; number 8, C, carries -0.049